2 unconnected molecules or ions with the total composition C19H17F4, computed with wB97M-V/def2-TZVPD.

```
40
C19H17F4 wB97M-V/def2-TZVPD
C 2.86 0.66 1.38
C 1.95 -0.51 1.25
C 2.03 -1.45 0.31
C 1.00 -2.52 0.52
C 0.41 -2.27 1.92
C 0.83 -0.82 2.22
H 2.58 1.28 2.23
H 3.89 0.33 1.53
H 2.83 1.28 0.49
H 2.79 -1.47 -0.45
H 0.22 -2.43 -0.25
H 1.42 -3.53 0.41
H -0.68 -2.42 1.96
H 0.85 -2.96 2.65
H 1.15 -0.68 3.26
H 0.00 -0.13 2.04
F 4.81 2.10 -2.91
C 3.50 2.14 -2.56
C 2.98 3.29 -1.97
C 1.66 3.34 -1.59
F 1.15 4.46 -1.01
C 0.85 2.25 -1.80
C 1.33 1.07 -2.40
C 0.40 0.02 -2.57
C 0.45 -1.26 -3.17
C -0.73 -2.02 -3.13
C -0.80 -3.28 -3.68
F -1.95 -3.98 -3.62
C 0.31 -3.81 -4.31
C 1.49 -3.08 -4.38
F 2.57 -3.62 -5.00
C 1.56 -1.83 -3.83
C 2.69 1.05 -2.77
H 3.62 4.14 -1.81
H -0.18 2.32 -1.50
H -0.57 0.25 -2.15
H -1.61 -1.62 -2.66
H 0.26 -4.79 -4.74
H 2.49 -1.30 -3.95
H 3.15 0.19 -3.20
```

The calculation puts the HOMO energy at -11.48 eV. The lowest unoccupied orbital energy comes out at -6.71 eV. The charge is +1. Its energy above the lowest of the compared OMol25 structures with the same formula, charge and spin is 0.000 eV.

Partial atomic charges computed with the Mulliken method, in multiples of e: C -1.108; C 0.509; C -0.490; C -0.268; C -0.770; C -0.604; H 0.367; H 0.321; H 0.051; H 0.589; H -0.114; H 0.399; H 0.331; H 0.265; H 0.383; H 0.225; F -0.287; C -0.090; C -0.308; C 0.027; F -0.286; C -0.616; C 0.986; C -0.403; C 0.976; C -0.684; C 0.031; F -0.278; C -0.252; C -0.135; F -0.275; C -0.445; C -0.380; H 0.498; H 0.496; H 0.301; H 0.506; H 0.518; H 0.546; H 0.470